Formula: C8H6N2O5Sn
Source: the OMol25 dataset
Level of theory: wB97M-V/def2-TZVPD

For the max |F|, the calculation gives 0.1133 hartree/bohr. Its calculated total energy is -27421.544 eV. As for the charge: +2.

CARTESIAN COORDINATES (ANGSTROEM)
1 O 0.421 -0.546 -3.934
2 C 0.302 -0.391 -2.818
3 Sn -0.021 0.027 0.197
4 O -3.302 1.295 -0.483
5 C -2.251 0.884 -0.309
6 C 2.240 -0.870 0.415
7 O 3.292 -1.282 0.580
8 C 0.906 2.258 -0.157
9 O 1.338 3.311 -0.276
10 C -0.919 -2.242 0.272
11 O -1.346 -3.300 0.353
12 C -1.833 0.800 5.293
13 N -0.502 0.650 4.685
14 C 0.669 0.707 5.574
15 C -0.366 0.475 3.421
16 N -0.242 0.313 2.257
17 H -1.686 0.937 6.365
18 H -2.447 -0.095 5.112
19 H -2.357 1.671 4.873
20 H 1.243 -0.230 5.522
21 H 1.333 1.537 5.291
22 H 0.299 0.859 6.588

Formula: C8H6N2S
Source: the OMol25 dataset
Level of theory: wB97M-V/def2-TZVPD

For the max |F|, the calculation gives 0.0794 hartree/bohr. The SMILES is N#C\C=C/C=C\C=C(\S)C#N. Its calculated total energy is -22203.520 eV. For the energy above the lowest of the compared OMol25 structures with the same formula, charge and spin, the calculation gives 490.9 kJ/mol. As for the charge: 0.

CARTESIAN COORDINATES (ANGSTROEM)
1 N -1.346 -1.842 -2.076
2 C -1.167 -1.211 -1.122
3 C -1.383 -0.440 0.073
4 C -1.558 0.947 0.172
5 C -0.669 1.822 -0.501
6 C 0.705 1.691 -0.431
7 C 1.381 0.714 0.328
8 C 1.118 -0.627 0.484
9 S 1.466 -1.355 2.076
10 C 1.204 -1.610 -0.570
11 N 1.652 -2.282 -1.407
12 H -1.924 -0.897 0.981
13 H -2.347 1.160 0.834
14 H -1.039 2.705 -0.831
15 H 1.195 2.472 -0.882
16 H 2.039 1.248 1.086
17 H 0.671 -2.494 1.783

Formula: C8H6N2S
Source: the OMol25 dataset
Level of theory: wB97M-V/def2-TZVPD

For the max |F|, the calculation gives 0.1250 hartree/bohr. The spin multiplicity is 3. Its calculated total energy is -22203.124 eV. As for the charge: 0.

CARTESIAN COORDINATES (ANGSTROEM)
1 C -1.232 -0.267 -1.455
2 C 1.307 2.567 -0.680
3 C 0.115 -1.818 0.868
4 C -1.297 -1.414 0.714
5 C 1.229 -1.172 0.381
6 C -1.815 -0.801 -0.360
7 C 1.443 0.073 -0.185
8 C 0.756 1.336 -0.146
9 N -0.668 0.298 -2.330
10 N 1.775 3.507 -1.127
11 S -0.515 1.634 1.088
12 H 0.264 -2.641 1.550
13 H -1.999 -1.689 1.457
14 H 2.036 -1.839 0.604
15 H -2.855 -0.724 -0.394
16 H 2.412 0.067 -0.757
17 H -0.956 2.882 0.772

Formula: C8H6N4O3
Source: the OMol25 dataset
Level of theory: wB97M-V/def2-TZVPD

For the max |F|, the calculation gives 0.0798 hartree/bohr. Its calculated total energy is -20487.646 eV. For the energy above the lowest of the compared OMol25 structures with the same formula, charge and spin, the calculation gives 533.2 kJ/mol. As for the charge: 0.

CARTESIAN COORDINATES (ANGSTROEM)
1 C 1.845 1.256 1.636
2 C -0.447 1.099 -1.430
3 C 0.117 0.335 -2.412
4 C -0.482 0.676 -0.104
5 C 0.682 -0.898 -2.093
6 C 0.118 -0.545 0.328
7 C 0.667 -1.293 -0.770
8 C -0.168 -0.167 2.636
9 N 2.830 1.009 2.250
10 N -0.212 0.066 3.767
11 N 0.109 -0.992 1.610
12 N 1.316 -2.447 -0.419
13 O -0.338 0.430 4.873
14 O 1.811 -3.102 -1.317
15 O 1.225 -2.918 0.743
16 H -0.868 2.010 -1.640
17 H 0.193 0.579 -3.391
18 H -1.070 1.354 0.675
19 H 0.989 -1.443 -2.988
20 H 3.811 1.013 2.323
21 H 0.660 -1.776 1.865

Formula: C8H6NO5Pt
Source: the OMol25 dataset
Level of theory: wB97M-V/def2-TZVPD

For the max |F|, the calculation gives 0.2253 hartree/bohr. The spin multiplicity is 5. Its calculated total energy is -23319.986 eV. For the energy above the lowest of the compared OMol25 structures with the same formula, charge and spin, the calculation gives 382.2 kJ/mol. As for the charge: +3.

CARTESIAN COORDINATES (ANGSTROEM)
1 O -2.856 0.551 1.816
2 C -2.290 0.207 0.878
3 Pt -1.407 -0.354 -0.649
4 C -0.625 -0.946 -2.234
5 O -0.145 -1.310 -3.208
6 C -3.289 -0.830 -1.520
7 O -3.446 -1.371 -2.584
8 C -1.729 1.289 -1.443
9 O -1.925 2.321 -1.910
10 C -1.508 -2.110 -0.065
11 O -1.565 -3.190 0.324
12 H -4.182 -0.541 -0.917
13 C 3.302 1.468 1.695
14 C 2.953 0.080 1.182
15 C 1.538 0.086 0.628
16 N 0.364 0.092 0.168
17 H 3.237 2.172 0.892
18 H 4.299 1.463 2.085
19 H 2.617 1.744 2.469
20 H 3.638 -0.197 0.408
21 H 3.019 -0.624 1.985

Formula: C8H6O2
Source: the OMol25 dataset
Level of theory: wB97M-V/def2-TZVPD

For the max |F|, the calculation gives 0.1924 hartree/bohr. Its calculated total energy is -12483.011 eV. For the energy above the lowest of the compared OMol25 structures with the same formula, charge and spin, the calculation gives 499.5 kJ/mol. As for the charge: 0.

CARTESIAN COORDINATES (ANGSTROEM)
1 C 0.111 2.566 0.855
2 C 0.196 1.118 0.356
3 C 1.558 0.558 0.085
4 C 1.707 -0.648 -0.301
5 C 0.607 -1.510 -0.585
6 C -0.721 -0.991 -0.292
7 C -1.872 -1.841 -0.562
8 C -0.798 0.353 0.194
9 H 1.342 3.085 1.058
10 H 2.308 1.349 0.587
11 H 2.872 -1.006 -0.505
12 H 0.418 -2.853 -0.681
13 H -3.009 -1.289 -0.311
14 H -1.963 0.899 0.161
15 O -1.016 3.058 1.057
16 O -1.742 -2.848 -1.117

Formula: C8H6O4
Source: the OMol25 dataset
Level of theory: wB97M-V/def2-TZVPD

For the max |F|, the calculation gives 0.1381 hartree/bohr. Its calculated total energy is -16579.158 eV. For the energy above the lowest of the compared OMol25 structures with the same formula, charge and spin, the calculation gives 429.1 kJ/mol. As for the charge: 0.

CARTESIAN COORDINATES (ANGSTROEM)
1 C -1.709 -1.580 0.024
2 C -0.895 -0.218 0.046
3 C -1.654 0.946 -0.074
4 C -1.130 2.159 -0.002
5 C 0.218 2.317 -0.037
6 C 1.047 1.263 -0.069
7 C 0.490 -0.053 -0.050
8 C 1.513 -1.122 -0.005
9 H 0.083 -2.986 0.224
10 H -2.507 0.544 0.099
11 H -2.006 2.819 -0.143
12 H 0.553 3.399 -0.024
13 H 2.383 1.459 -0.016
14 H 3.567 -1.639 0.232
15 O -1.156 -2.806 -0.104
16 O -2.978 -1.422 -0.004
17 O 2.796 -0.707 -0.011
18 O 1.387 -2.373 -0.086

Formula: C8H7AsF6N5PbSSe
Source: the OMol25 dataset
Level of theory: wB97M-V/def2-TZVPD

For the max |F|, the calculation gives 0.0169 hartree/bohr. The spin multiplicity is 2. Its calculated total energy is -174416.777 eV. For the energy above the lowest of the compared OMol25 structures with the same formula, charge and spin, the calculation gives 25.1 kJ/mol. As for the charge: +2.

CARTESIAN COORDINATES (ANGSTROEM)
1 Pb 0.031 1.375 -2.157
2 N 4.449 0.259 -0.159
3 C 3.353 0.418 -0.855
4 S 2.819 1.817 -1.553
5 N 2.675 -0.809 -1.184
6 N 1.832 -1.321 -0.529
7 C 0.884 -1.974 -0.029
8 C -0.544 -1.831 -0.303
9 C -1.378 -2.663 0.425
10 C -2.750 -2.581 0.207
11 C -3.211 -1.681 -0.728
12 C -2.290 -0.882 -1.406
13 N -0.982 -0.941 -1.209
14 H 5.042 1.063 0.010
15 H 4.734 -0.630 0.232
16 H 1.196 -2.729 0.691
17 H -0.972 -3.354 1.151
18 H -3.432 -3.210 0.762
19 H -4.266 -1.580 -0.940
20 H -2.643 -0.163 -2.139
21 F 0.261 1.279 0.017
22 As -0.005 1.091 1.971
23 F 0.851 -0.414 1.741
24 F 1.507 1.877 2.040
25 F -0.226 0.870 3.619
26 F -0.816 2.585 1.835
27 F -1.437 0.268 1.480
28 Se -2.225 5.966 -0.489
29 C -1.476 4.440 -1.076
30 N -0.981 3.453 -1.423

Formula: C8H7BrO3
Source: the OMol25 dataset
Level of theory: wB97M-V/def2-TZVPD

For the max |F|, the calculation gives 0.0998 hartree/bohr. Its calculated total energy is -84592.093 eV. For the energy above the lowest of the compared OMol25 structures with the same formula, charge and spin, the calculation gives 0.0 kJ/mol. As for the charge: 0.

CARTESIAN COORDINATES (ANGSTROEM)
1 C 0.694 1.144 -1.065
2 C -0.525 0.984 -0.576
3 C -1.795 1.700 -0.466
4 C -1.928 0.111 1.289
5 C 1.820 0.156 -0.845
6 C 1.401 -1.169 -0.128
7 C 0.459 -0.997 1.095
8 C -0.899 -0.657 0.513
9 O -2.309 2.608 -1.093
10 O -2.229 -0.018 2.451
11 O -2.492 1.222 0.605
12 Br -1.841 -1.885 -0.686
13 H 0.809 2.084 -1.601
14 H 2.031 -0.030 -1.995
15 H 2.652 0.550 -0.341
16 H 0.982 -1.822 -0.933
17 H 2.171 -1.809 0.304
18 H 0.378 -1.889 1.608
19 H 0.621 -0.282 1.864

Formula: C8H7Cl2NO2
Source: the OMol25 dataset
Level of theory: wB97M-V/def2-TZVPD

For the max |F|, the calculation gives 0.0773 hartree/bohr. The SMILES is O=C1N2CC[C@H]3C[C@]1(Cl)[C@@]3(Cl)C2=O. Its calculated total energy is -39037.201 eV. For the energy above the lowest of the compared OMol25 structures with the same formula, charge and spin, the calculation gives 43.7 kJ/mol. As for the charge: 0.

CARTESIAN COORDINATES (ANGSTROEM)
1 O 1.643 -2.670 -1.087
2 C 1.727 -1.521 -0.833
3 N 1.200 -0.517 -1.743
4 C -0.258 -0.138 -1.694
5 C -0.582 0.574 -0.284
6 C 0.583 0.674 0.696
7 C 1.212 -0.589 1.378
8 C 2.247 -0.772 0.341
9 Cl 3.827 -1.450 0.767
10 C 1.941 0.957 -0.096
11 Cl 2.990 2.179 0.447
12 C 1.872 0.725 -1.575
13 O 2.270 1.343 -2.507
14 H -0.802 -1.078 -2.002
15 H -0.586 0.463 -2.466
16 H -0.946 1.514 -0.548
17 H -1.357 0.055 0.253
18 H 0.366 1.600 1.319
19 H 1.484 -0.426 2.454
20 H 0.451 -1.356 1.595